Entry 1:
This record from the Open Molecules 2025 dataset describes a structure of composition C35H52FMnN3O19P2S3. The level of theory is the ωB97M-V functional and the def2-TZVPD basis.

Results
2S+1 ... 6
DFT total energy ... -165641.8675 eV
Net charge ... -2
HOMO-LUMO gap (spin up / spin down) ... 7.1 / 7.1 eV
Energy above the lowest of the compared OMol25 structures with the same formula, charge and spin ... 1.077 eV

Cartesian coordinates (Å):
Mn -1.0545 -0.9012 -2.8642
C 1.4927 3.9000 -3.4333
C -0.0077 3.7773 -3.2605
C -0.6625 5.1163 -3.5535
O -0.3431 3.4434 -1.8838
P -0.8938 2.0322 -1.3741
O -1.3069 1.0163 -2.4222
C -0.6067 1.9422 0.4512
P -1.9176 1.0349 1.3237
O -2.8339 0.0880 0.6897
O -2.8236 2.1521 2.0700
C -2.3075 3.2989 2.7403
C -2.4586 4.5454 1.8692
C -3.0930 3.4416 4.0305
O -1.0690 0.4688 2.5781
C -1.8165 -0.1080 3.6670
C -1.0969 0.2787 4.9463
C -1.9290 -1.6120 3.5073
O -2.4168 2.6010 -0.8870
C -3.6314 2.4472 -1.6304
C -4.7952 2.4359 -0.6533
C -3.7856 3.5560 -2.6573
H 1.6977 4.2478 -4.4500
H 1.9992 2.9536 -3.2913
H 1.8833 4.6352 -2.7209
H -0.4044 3.0038 -3.9218
H -0.1989 5.8928 -2.9382
H -1.7297 5.0995 -3.3490
H -0.5129 5.3635 -4.6071
H -0.7273 2.9674 0.7896
H 0.3780 1.5598 0.6974
H -1.2501 3.1353 2.9788
H -3.4983 4.8835 1.8847
H -2.2114 4.3220 0.8316
H -1.8179 5.3506 2.2380
H -4.1563 3.5081 3.7874
H -2.7915 4.3471 4.5634
H -2.9433 2.5786 4.6825
H -2.8244 0.3142 3.6667
H -0.0750 -0.1110 4.9147
H -1.6114 -0.1393 5.8156
H -1.0463 1.3648 5.0523
H -0.9370 -2.0643 3.5305
H -2.4018 -1.8490 2.5524
H -2.5288 -2.0291 4.3203
H -3.6025 1.4935 -2.1349
H -4.9443 3.4303 -0.2145
H -4.6079 1.7168 0.1447
H -5.6992 2.1392 -1.1905
H -3.5231 4.5125 -2.1964
H -4.8171 3.5962 -3.0148
H -3.1472 3.3648 -3.5199
O 0.0091 -1.1200 -6.8787
S -0.9008 -1.0594 -5.7599
O -0.9089 0.2001 -5.0252
O -0.8143 -2.1860 -4.8193
C -2.5308 -1.3303 -6.4928
C -2.5422 -1.9173 -7.7522
C -3.7354 -2.3134 -8.3369
C -4.9328 -2.1328 -7.6603
C -4.9355 -1.5444 -6.4056
C -3.7445 -1.1449 -5.8156
S -3.8902 -0.2748 -4.2557
O -3.5946 1.0970 -4.5629
O -5.2265 -0.5217 -3.7671
O -2.9075 -0.9690 -3.3588
H -1.5912 -2.0532 -8.2508
H -3.7290 -2.7736 -9.3186
H -5.8662 -2.4549 -8.1085
H -5.8530 -1.3814 -5.8553
C 3.9531 -5.6868 1.1527
C 2.5796 -5.4287 1.7654
N 1.9608 -4.2148 1.2603
C 1.0909 -4.3133 0.2075
C 0.4079 -3.2931 -0.3535
C -0.5283 -3.6698 -1.4997
O -0.6255 -4.8686 -1.7693
O -1.1564 -2.7495 -2.1142
C 0.5439 -1.9702 0.2219
O -0.1777 -1.0240 -0.0343
C 1.6121 -1.8510 1.2380
C 1.9847 -0.5944 1.7051
C 2.9342 -0.4463 2.6698
F 3.2921 0.8271 3.0051
C 3.5873 -1.5384 3.2776
C 3.2267 -2.7922 2.7794
C 2.2765 -2.9570 1.7620
N 4.5268 -1.3881 4.3005
C 5.5054 -2.4193 4.5867
C 6.9811 -2.0275 4.4293
N 7.5310 -1.4727 5.6729
C 5.5154 0.8665 4.7562
C 4.5576 -0.2012 5.1594
H 4.3984 -6.5934 1.5701
H 4.6236 -4.8446 1.3362
H 3.8579 -5.8098 0.0722
H 2.6422 -5.3732 2.8516
H 1.9094 -6.2515 1.5277
H 0.9342 -5.3051 -0.1966
H 1.5555 0.2804 1.2274
H 3.6850 -3.6734 3.1973
H 5.3283 -3.2583 3.9250
H 5.3638 -2.7800 5.6159
H 7.0512 -1.2712 3.6473
H 7.5345 -2.9100 4.0887
H 8.4457 -1.0724 5.5174
H 7.6279 -2.1997 6.3702
H 5.5522 1.1946 3.7237
H 6.1036 1.3852 5.5022
H 3.5446 0.2018 5.1957
H 4.7918 -0.5453 6.1709
O 2.6441 -0.3787 -1.3250
S 1.7576 0.2871 -2.2537
O 2.4320 0.8594 -3.3948
O 0.7559 -0.7564 -2.7782
O 0.9824 1.3647 -1.5006

***

Entry 2:
This record from the Open Molecules 2025 dataset describes a structure of composition C28H24BIrN12. The level of theory is the ωB97M-V functional and the def2-TZVPD basis.

Results
2S+1 ... 2
DFT total energy ... -50818.4049 eV
Net charge ... +1
HOMO-LUMO gap (spin up / spin down) ... 5.9 / 7.1 eV
Energy above the lowest of the compared OMol25 structures with the same formula, charge and spin ... 0.000 eV

Cartesian coordinates (Å):
Ir -0.4901 -0.3251 -0.1053
C -0.9709 -2.7577 -3.6673
C -1.1437 -1.7242 -2.7528
N -0.4536 -1.7100 -1.6201
C 0.4209 -2.7203 -1.3822
C 0.5615 -3.7321 -2.3161
N -0.1282 -3.7552 -3.4514
C 1.1827 -2.6369 -0.1136
C 2.1442 -3.5101 0.3576
C 2.7632 -3.2413 1.5818
C 2.3898 -2.1072 2.3032
C 1.4184 -1.2664 1.7880
N 0.8683 -1.5548 0.6060
C 0.8476 -0.0493 2.4064
C 1.1861 0.4207 3.6590
N 0.5726 1.4589 4.2227
C -0.3846 2.0403 3.5238
C -0.7386 1.6124 2.2451
N -0.1217 0.5832 1.6917
C 3.8028 -4.1547 2.1085
C 3.8405 -4.4953 3.4553
C 4.8335 -5.3573 3.8964
N 5.7642 -5.8733 3.1000
C 5.7260 -5.5406 1.8139
C 4.7705 -4.6952 1.2700
H -1.5333 -2.7680 -4.5920
H -1.8315 -0.9063 -2.9191
H 1.2499 -4.5506 -2.1470
H 2.4097 -4.3999 -0.1952
H 2.8696 -1.8870 3.2461
H 1.9621 -0.0604 4.2413
H -0.8991 2.8800 3.9715
H -1.5047 2.1061 1.6658
H 3.0975 -4.1268 4.1509
H 4.8789 -5.6483 4.9392
H 6.4988 -5.9665 1.1847
H 4.8075 -4.4455 0.2173
C 2.9013 1.2270 -2.3741
C 2.2718 0.3114 -1.5336
N 1.0565 0.7429 -1.2025
N 0.8735 1.9177 -1.8296
C 1.9724 2.2340 -2.5294
B -0.2682 2.8767 -1.4806
N 0.0417 3.5081 -0.1040
C -0.6372 4.5120 0.4931
C 0.0790 4.9170 1.5960
C 1.2189 4.0933 1.5769
N 1.1945 3.2504 0.5552
N -1.6431 2.1427 -1.4750
C -2.7782 2.6692 -1.9595
C -3.8312 1.8276 -1.6619
C -3.2447 0.7704 -0.9738
N -1.9293 0.9726 -0.8616
H 3.8852 1.1638 -2.8026
H 2.6477 -0.6296 -1.1632
H 2.0161 3.1596 -3.0777
H -0.3663 3.7231 -2.3269
H -1.5603 4.8863 0.0790
H -0.1643 5.7095 2.2825
H 2.0562 4.0854 2.2578
H -2.7527 3.6083 -2.4855
H -4.8695 1.9575 -1.9087
H -3.6834 -0.1203 -0.5550
C -1.9249 -1.3915 0.8288
H -2.3792 -1.0701 1.7625
H -2.2908 -2.3416 0.4459

***

Entry 3:
This record from the Open Molecules 2025 dataset describes a structure of composition C4H9FeO3 in a non-equilibrium geometry. The level of theory is the ωB97M-V functional and the def2-TZVPD basis.

Results
2S+1 ... 7
DFT total energy ... -44810.2000 eV
Net charge ... +1
HOMO-LUMO gap (spin up / spin down) ... 7.5 / 7.6 eV
Energy above the lowest of the compared OMol25 structures with the same formula, charge and spin ... 2.136 eV

Cartesian coordinates (Å):
H 0.2129 0.7136 1.6184
C -1.2277 -1.9483 0.0473
O -0.6106 -0.7467 -0.3977
C -1.2403 0.4710 -0.0114
C -1.0983 0.7761 1.4285
H -0.4872 -2.7543 -0.0106
H -1.5266 -1.9015 1.1023
H -2.1279 -2.1360 -0.5546
H -2.2888 0.4178 -0.3358
H -0.2773 1.3105 -0.4350
H -1.0978 1.8704 1.5218
H -1.9372 0.4325 2.0438
O 1.5796 1.1382 -0.3907
C 2.0723 0.6024 0.7062
O 2.3097 -0.6547 0.6711
Fe 1.3023 -0.8126 -1.1026
H 2.7714 1.2426 1.2775

***

Entry 4:
This record from the Open Molecules 2025 dataset describes an isolated molecule of C23H32N4O5S. The level of theory is the ωB97M-V functional and the def2-TZVPD basis.

Results
2S+1 ... 1
SMILES string ... COCCCNC(=O)CSc1nc2ccccc2c(=O)n1CCCC(=O)NC[C@@H]1CCCO1
DFT total energy ... -51405.6760 eV
HOMO-LUMO gap ... 8.7 eV
Energy above the lowest of the compared OMol25 structures with the same formula, charge and spin ... 0.000 eV

Cartesian coordinates (Å):
C 0.1692 3.6947 1.3931
O -0.7762 4.4283 0.6573
C -1.6917 3.6312 -0.0610
C -1.0857 2.9664 -1.3008
C -2.1379 2.2036 -2.0983
N -2.6847 1.1039 -1.3355
C -4.0014 0.8904 -1.2350
O -4.8511 1.5654 -1.7817
C -4.4113 -0.3379 -0.4233
S -3.5521 -0.5485 1.1577
C -2.2690 -1.6535 0.7019
N -2.2143 -2.0287 -0.5268
C -1.2177 -2.8743 -0.9131
C -1.1278 -3.2672 -2.2539
C -0.1192 -4.1132 -2.6506
C 0.8199 -4.5867 -1.7329
C 0.7478 -4.2043 -0.4134
C -0.2700 -3.3469 0.0097
C -0.3381 -2.9006 1.3924
O 0.4658 -3.2014 2.2569
N -1.4136 -2.0565 1.6847
C -1.4922 -1.5132 3.0289
C -0.8926 -0.1069 3.1215
C 0.5351 -0.0663 2.5770
C 0.5403 -0.1351 1.0584
O -0.3755 0.2838 0.3736
N 1.6381 -0.7051 0.5240
C 1.8780 -0.7118 -0.8968
C 2.8952 0.3708 -1.3086
C 4.3288 0.0763 -0.8325
C 4.8257 1.4457 -0.3728
C 3.5289 2.0797 0.1248
O 2.5223 1.6279 -0.7588
H 0.7560 4.4235 1.9508
H 0.8332 3.1124 0.7461
H -0.3287 3.0134 2.0955
H -2.1169 2.8609 0.5988
H -2.4909 4.3148 -0.3609
H -0.6398 3.7358 -1.9327
H -0.3000 2.2723 -0.9992
H -1.6838 1.8134 -3.0176
H -2.9754 2.8513 -2.3712
H -2.0171 0.5432 -0.8231
H -5.4738 -0.2635 -0.1947
H -4.2060 -1.2399 -1.0019
H -1.8604 -2.8933 -2.9514
H -0.0516 -4.4181 -3.6846
H 1.6017 -5.2543 -2.0625
H 1.4595 -4.5547 0.3193
H -2.5391 -1.4975 3.3412
H -0.9283 -2.1997 3.6664
H -1.5056 0.5922 2.5505
H -0.9045 0.1974 4.1683
H 1.1229 -0.8862 2.9922
H 1.0067 0.8801 2.8561
H 2.3666 -1.0402 1.1337
H 2.2303 -1.6960 -1.2168
H 0.9187 -0.4979 -1.3736
H 2.8587 0.4677 -2.4021
H 4.9361 -0.3496 -1.6274
H 4.3164 -0.6228 0.0051
H 5.5875 1.3892 0.4008
H 5.2150 2.0119 -1.2189
H 3.5320 3.1703 0.0945
H 3.3078 1.7539 1.1533

***

Entry 5:
This record from the Open Molecules 2025 dataset describes an isolated molecule of C5H7N. The level of theory is the ωB97M-V functional and the def2-TZVPD basis.

Results
2S+1 ... 1
DFT total energy ... -6784.2855 eV
HOMO-LUMO gap ... 7.6 eV
Energy above the lowest of the compared OMol25 structures with the same formula, charge and spin ... 4.227 eV

Cartesian coordinates (Å):
C -1.9800 0.2414 0.3805
N -0.6477 -0.1767 -0.4591
C 0.0818 -1.1914 0.2613
C 1.3460 -0.7894 0.4486
C 1.5029 0.5220 -0.1767
C 0.3248 0.8568 -0.7183
H -1.5480 0.3217 1.3958
H -1.0211 -0.5502 -1.3310
H -2.1008 1.2916 0.0478
H -0.4726 -2.0542 0.6004
H 2.1086 -1.3242 1.0006
H 2.4041 1.1240 -0.1791
H 0.0018 1.7288 -1.2708

***

Entry 6:
This record from the Open Molecules 2025 dataset describes a cluster of 10 separate species, C52H132N8O17 in total in a non-equilibrium geometry. The level of theory is the ωB97M-V functional and the def2-TZVPD basis.

Results
2S+1 ... 1
SMILES string ... COC[C@H](C)N.COCCNCCOC.COCCNCCOC.COCCNCCOC.COCCNCCOC.COCCNCCOC.COCCNCCOC.COCCNCCOC.CC(C)O.CC(C)O
DFT total energy ... -102782.6111 eV
HOMO-LUMO gap ... 8.9 eV

Cartesian coordinates (Å):
C 19.5754 11.1182 9.0507
O 18.8211 11.7684 9.9960
C 19.5824 12.1947 11.1108
C 18.7730 13.1854 11.9546
C 18.3510 14.4165 11.2173
N 19.6895 13.5668 13.0921
H 19.9501 10.1412 9.4189
H 20.4677 11.7323 8.7741
H 18.9083 11.0912 8.1917
H 19.7962 11.3409 11.7873
H 20.5531 12.6774 10.8022
H 17.8517 12.7238 12.3564
H 17.9070 14.1143 10.2626
H 19.2498 14.9593 10.9452
H 17.6542 15.0095 11.7810
H 20.5002 14.0122 12.6470
H 20.0513 12.7525 13.5538
C 26.5184 11.8859 15.1283
O 25.6716 12.8127 15.7262
C 25.3271 13.8627 14.8035
C 24.2277 14.7404 15.3703
N 22.9821 13.9339 15.4719
C 22.0176 14.4201 16.4531
C 21.0282 13.4130 16.8548
O 21.6960 12.2713 17.4898
C 20.9701 11.0753 17.3831
H 27.4373 12.3347 14.7532
H 26.0037 11.2612 14.4193
H 26.8847 11.1379 15.8345
H 25.0003 13.4226 13.8612
H 26.1989 14.5276 14.5583
H 24.0716 15.5964 14.7146
H 24.5342 15.1727 16.3557
H 23.2513 13.0069 15.7627
H 21.5346 15.2782 16.0276
H 22.5564 14.7776 17.3714
H 20.4267 13.0239 16.0279
H 20.2645 13.8120 17.5023
H 20.4886 11.0294 16.4043
H 20.1544 11.0308 18.0942
H 21.5913 10.1846 17.5268
C 14.7895 16.7612 10.9777
O 16.0672 16.6479 10.2853
C 16.1978 17.7311 9.3954
C 17.5841 17.6165 8.7712
N 18.6113 17.5402 9.8083
C 19.9169 17.3157 9.2298
C 21.0548 17.5536 10.2451
O 21.0310 16.4804 11.2433
C 22.0052 16.7149 12.2469
H 14.8590 16.0286 11.7781
H 13.9851 16.4908 10.2752
H 14.6316 17.8193 11.3701
H 16.0748 18.7006 9.8896
H 15.4449 17.6215 8.6132
H 17.7809 18.5562 8.2679
H 17.6109 16.8437 8.0094
H 18.3361 16.9478 10.5318
H 20.1446 18.0013 8.4269
H 20.0358 16.2933 8.8455
H 20.9517 18.5031 10.7750
H 21.9727 17.4097 9.6866
H 22.0131 15.8365 12.9235
H 21.6712 17.6224 12.8128
H 23.0465 16.8956 11.8712
C 15.4586 20.7635 12.0297
O 14.7543 20.1105 13.0533
C 15.3842 20.2167 14.3158
C 14.6121 19.2955 15.2152
N 14.4686 17.9821 14.5183
C 13.7160 16.9790 15.4595
C 13.7524 15.5550 14.8546
O 13.0851 14.7969 15.8098
C 12.9436 13.4220 15.3368
H 14.7579 20.7213 11.1917
H 16.3797 20.2380 11.7729
H 15.7673 21.7951 12.3447
H 15.2765 21.2852 14.6705
H 16.4138 19.8676 14.2562
H 13.6036 19.6332 15.4272
H 15.2093 19.1025 16.1102
H 13.9359 18.0638 13.6451
H 12.6952 17.3005 15.7522
H 14.3326 16.9469 16.4012
H 14.7710 15.1421 14.6594
H 13.2313 15.5340 13.8627
H 12.5726 12.8566 16.1682
H 13.9072 12.9535 15.0823
H 12.3608 13.4011 14.4110
C 18.9606 22.4206 13.4645
O 18.3526 21.8850 12.2989
C 19.2362 21.0744 11.4611
C 18.5643 21.1220 10.0521
N 18.2953 22.4099 9.4682
C 19.4242 23.3418 9.3774
C 19.0195 24.6362 8.6552
O 17.8709 25.1855 9.3238
C 17.5136 26.4029 8.6869
H 18.2957 23.2514 13.7750
H 19.9460 22.8244 13.2858
H 18.9489 21.6729 14.2401
H 19.3443 20.0441 11.8012
H 20.2368 21.5812 11.3754
H 17.6561 20.6364 10.1783
H 19.1316 20.4610 9.3840
H 17.5374 22.8449 9.9802
H 20.1787 22.8784 8.7187
H 19.9108 23.5308 10.3510
H 18.7967 24.4669 7.5914
H 19.8812 25.3162 8.7878
H 17.4593 26.3421 7.6012
H 18.2128 27.1803 8.9201
H 16.5995 26.7062 9.2075
C 21.9327 18.6887 19.8292
O 22.0600 19.0948 18.5030
C 22.3823 17.9958 17.6217
C 22.3335 18.4454 16.1988
N 23.6243 18.9967 15.7619
C 23.6559 19.4230 14.4014
C 22.7085 20.6462 14.1196
O 23.2214 21.6202 14.9979
C 22.5059 22.7965 14.9433
H 21.6723 19.5452 20.4228
H 22.8228 18.2543 20.3047
H 21.0991 17.9406 19.9322
H 21.6183 17.1790 17.7473
H 23.3779 17.6480 17.8653
H 21.5269 19.2044 16.0084
H 22.0894 17.5489 15.6350
H 23.9868 19.6925 16.3907
H 23.3700 18.6183 13.7214
H 24.6754 19.7186 14.2011
H 21.6780 20.4548 14.3718
H 22.7886 20.9888 13.0957
H 22.7810 23.3831 15.7887
H 21.4038 22.6413 14.9918
H 22.6704 23.3389 14.0070
C 17.0961 13.1802 15.7488
O 16.0846 12.4256 16.3512
C 16.6552 11.3861 17.1190
C 15.5378 10.5153 17.6575
N 14.5254 11.2555 18.4436
C 13.2977 10.5223 18.7001
C 12.5720 11.2045 19.8070
O 11.4282 10.4599 20.1755
C 10.6491 11.1406 21.1016
H 17.9344 13.3409 16.4159
H 16.6594 14.1204 15.3646
H 17.3626 12.5874 14.8944
H 17.1416 11.7753 18.0095
H 17.3441 10.7631 16.4732
H 15.9118 9.7346 18.3352
H 15.0263 10.0178 16.8202
H 14.2495 12.0826 17.9098
H 13.6684 9.5567 19.0021
H 12.6515 10.4201 17.7924
H 12.2849 12.2023 19.4432
H 13.2601 11.2461 20.6418
H 11.2226 11.4338 22.0056
H 9.8695 10.4311 21.3772
H 10.1216 12.0506 20.7236
C 18.8419 19.8338 16.5194
O 18.2541 21.0659 16.8576
C 17.3112 21.0127 17.9115
C 16.9878 22.4487 18.3708
N 18.1494 23.1400 18.8261
C 18.7313 22.7154 20.0900
C 19.9863 23.5654 20.4176
O 21.0346 23.5725 19.4267
C 21.5085 22.2466 19.1531
H 19.5063 19.4636 17.3112
H 19.4563 20.0284 15.6555
H 18.1328 19.0247 16.3300
H 17.7782 20.3746 18.6757
H 16.4354 20.5271 17.5089
H 16.2861 22.4470 19.2077
H 16.5801 22.9749 17.5109
H 18.8109 23.1206 18.0568
H 19.0089 21.6369 20.1324
H 17.9827 22.7992 20.9014
H 20.3989 23.2122 21.3871
H 19.7358 24.6084 20.4951
H 20.7391 21.6205 18.7047
H 21.8609 21.7459 20.1043
H 22.4186 22.3768 18.5555
C 15.9283 15.7594 19.3174
C 17.0526 16.7462 19.0771
C 18.3779 16.0400 18.8131
O 16.8129 17.7874 18.0618
H 15.6411 15.1472 18.4607
H 15.0302 16.3526 19.5908
H 16.1725 15.1514 20.1854
H 17.1607 17.3140 20.0307
H 18.2515 15.4204 17.9253
H 18.7641 15.4762 19.6601
H 19.0749 16.8017 18.4855
H 16.8764 17.3736 17.1860
C 18.3733 17.6952 13.4680
C 18.1043 16.4746 14.3885
C 19.3150 16.1937 15.2045
O 16.9891 16.7843 15.2784
H 19.2866 17.5035 12.8996
H 18.5061 18.6258 14.0792
H 17.6369 17.8798 12.6902
H 17.8217 15.6046 13.7625
H 19.5324 16.9753 15.9689
H 20.1813 16.0066 14.5536
H 19.1067 15.2648 15.7169
H 16.2687 17.1384 14.7693